Record 1
{"formula": "C3H5NO3", "method": "ωB97M-V/def2-TZVPD", "relative_energy_kcal_mol": 116.8, "smiles": "C=[N+]([O-])OC(C)=O", "e_lumo_ev": 0.75, "total_charge": 0, "elements": ["C", "N", "O", "O", "C", "C", "O", "H", "H", "H", "H", "H"], "xyz": [[1.405, 1.648, -0.536], [0.135, 1.615, -0.403], [-0.639, 2.517, -0.298], [-0.448, 0.294, -0.562], [-0.252, -0.588, 0.502], [-1.027, -1.851, 0.322], [0.520, -0.380, 1.398], [1.966, 0.683, -0.768], [2.019, 2.505, -0.527], [-2.111, -1.582, 0.633], [-0.561, -2.642, 1.049], [-1.006, -2.220, -0.811]]}

***

Record 2
{"formula": "C3H5NO3", "method": "ωB97M-V/def2-TZVPD", "relative_energy_kcal_mol": 117.6, "e_lumo_ev": 0.15, "total_charge": 0, "elements": ["C", "O", "C", "O", "C", "N", "H", "H", "H", "O", "H", "H"], "xyz": [[0.790, -3.252, 0.377], [0.305, -1.968, -0.033], [-0.851, -1.554, 0.442], [-1.693, -2.236, 0.961], [-0.932, -0.057, 0.287], [-1.790, 0.740, -0.090], [0.817, -3.307, 1.472], [0.145, -4.041, -0.027], [1.798, -3.335, -0.037], [-0.309, 0.995, 1.567], [-0.245, 0.374, 2.305], [-1.452, 1.645, 0.833]]}

***

Record 3
{"formula": "C3H5NO3S", "method": "ωB97M-V/def2-TZVPD", "relative_energy_kcal_mol": 72.5, "e_lumo_ev": -0.04, "total_charge": 0, "elements": ["C", "C", "C", "N", "O", "O", "O", "S", "H", "H", "H", "H", "H"], "xyz": [[1.682, -0.411, 0.202], [0.693, 0.324, -0.272], [0.078, 1.435, 0.551], [-1.768, -0.366, -0.809], [2.442, -1.152, 0.641], [-0.871, -1.222, 1.358], [-0.129, -2.316, -0.728], [-0.774, -1.226, -0.060], [0.676, 0.467, -1.343], [0.158, 1.213, 1.611], [-0.976, 1.491, 0.291], [0.563, 2.385, 0.338], [-1.773, -0.623, -1.778]]}

***

Record 4
{"formula": "C3H5NO4", "method": "ωB97M-V/def2-TZVPD", "relative_energy_kcal_mol": 183.2, "smiles": "[O-]/[N+](O)=C1\\CO1.C=O", "e_lumo_ev": 0.49, "total_charge": 0, "elements": ["O", "N", "O", "C", "C", "O", "H", "H", "H", "C", "O", "H", "H"], "xyz": [[-0.968, 0.114, 1.452], [-0.952, -0.938, 0.878], [-2.075, -1.714, 1.074], [0.031, -1.374, 0.199], [1.120, -0.968, -0.645], [0.442, -2.271, -0.711], [-2.345, -1.358, 1.960], [0.926, -0.065, -1.256], [2.136, -1.102, -0.291], [0.393, 2.427, -0.626], [0.780, 1.705, -1.530], [-0.054, 1.986, 0.215], [0.565, 3.558, -0.720]]}

***

Record 5
{"formula": "C3H5NO4", "method": "ωB97M-V/def2-TZVPD", "relative_energy_kcal_mol": 27.8, "smiles": "O=C(O)C(=O)O.C=N", "e_lumo_ev": 0.28, "total_charge": 0, "elements": ["O", "C", "O", "C", "O", "O", "H", "H", "C", "N", "H", "H", "H"], "xyz": [[0.679, -0.692, -1.206], [0.932, 0.343, -0.633], [0.151, 1.390, -0.569], [2.292, 0.459, 0.110], [2.664, 1.422, 0.707], [2.964, -0.676, -0.015], [-0.693, 1.212, -1.024], [2.441, -1.301, -0.562], [-2.384, -0.086, 0.803], [-2.092, -0.848, -0.149], [-2.448, -0.363, 1.861], [-2.617, 0.951, 0.575], [-1.887, -1.811, 0.102]]}

***

Record 6
{"formula": "C3H5NOS", "method": "ωB97M-V/def2-TZVPD", "relative_energy_kcal_mol": 142.4, "e_lumo_ev": [0.30, -0.26], "total_charge": 0, "elements": ["C", "C", "C", "N", "O", "S", "H", "H", "H", "H", "H"], "xyz": [[-2.455, 1.128, 0.054], [-1.294, 0.672, 0.489], [1.081, -1.050, -0.213], [-2.892, -1.031, -0.249], [-3.326, 0.248, -0.364], [-1.269, -1.072, 0.317], [-2.809, 2.102, -0.114], [-0.422, 1.141, 0.780], [1.419, -1.068, 0.871], [1.234, -0.068, -0.617], [1.079, -1.858, -0.931]]}

***

Record 7
{"formula": "C3H5NOS", "method": "ωB97M-V/def2-TZVPD", "relative_energy_kcal_mol": 188.0, "e_lumo_ev": [-2.21, -1.86], "total_charge": 0, "elements": ["C", "C", "C", "N", "O", "S", "H", "H", "H", "H", "H"], "xyz": [[-0.861, -1.704, 0.836], [-0.713, -1.480, -0.435], [0.311, 1.753, -0.181], [1.505, -0.355, 1.117], [0.048, -0.802, -1.225], [1.552, 0.235, -0.183], [-0.589, -1.933, 1.920], [-1.546, -1.996, -1.009], [0.158, 1.926, -1.266], [0.720, 2.741, 0.145], [-0.586, 1.615, 0.279]]}

***

Record 8
{"formula": "C3H5NOS", "method": "ωB97M-V/def2-TZVPD", "relative_energy_kcal_mol": 27.5, "smiles": "N/C=C/C(O)=S", "e_lumo_ev": 0.19, "total_charge": 0, "elements": ["N", "C", "C", "C", "O", "S", "H", "H", "H", "H", "H"], "xyz": [[0.881, 0.989, -1.539], [0.378, 0.050, -0.644], [-0.301, 0.407, 0.428], [-0.810, -0.592, 1.395], [-0.869, -1.863, 0.976], [-1.332, -0.281, 2.925], [1.754, 0.788, -1.995], [0.648, 1.972, -1.401], [0.589, -0.986, -0.880], [-0.343, 1.462, 0.693], [-0.597, -1.947, 0.040]]}

***

Record 9
{"formula": "C3H5NOS", "method": "ωB97M-V/def2-TZVPD", "relative_energy_kcal_mol": 35.2, "smiles": "C1=NSCCO1", "e_lumo_ev": 0.82, "total_charge": 0, "elements": ["C", "N", "S", "C", "C", "O", "H", "H", "H", "H", "H"], "xyz": [[1.310, -0.627, -0.850], [0.887, 0.168, -1.733], [-0.659, 0.878, -1.566], [-0.764, 0.939, 0.260], [-0.410, -0.472, 0.859], [0.776, -1.066, 0.298], [2.255, -1.026, -1.016], [-0.153, 1.793, 0.630], [-1.814, 1.130, 0.549], [-1.158, -1.234, 0.626], [-0.271, -0.483, 1.945]]}

***

Record 10
{"formula": "C3H5NOS2", "method": "ωB97M-V/def2-TZVPD", "relative_energy_kcal_mol": 61.5, "smiles": "S/N=C1/CSCO1", "e_lumo_ev": 0.62, "total_charge": 0, "elements": ["S", "N", "C", "C", "S", "C", "O", "H", "H", "H", "H", "H"], "xyz": [[2.663, -0.922, -0.432], [1.464, -0.037, 0.493], [0.311, 0.197, 0.048], [-0.539, 1.027, 1.051], [-2.228, 0.934, 0.496], [-1.699, -0.450, -0.665], [-0.341, -0.561, -0.872], [1.968, -1.066, -1.553], [0.083, 1.850, 1.221], [-0.413, 0.561, 2.189], [-2.347, -0.130, -1.566], [-2.213, -1.300, -0.393]]}

***

Record 11
{"formula": "C3H5NOS2", "method": "ωB97M-V/def2-TZVPD", "relative_energy_kcal_mol": 6.9, "smiles": "O=C(CS)NC=S", "e_lumo_ev": -0.33, "total_charge": 0, "elements": ["O", "C", "C", "S", "N", "C", "S", "H", "H", "H", "H", "H"], "xyz": [[-0.307, -1.661, -0.990], [-0.145, -0.641, -0.365], [1.066, -0.330, 0.485], [2.386, -1.542, 0.226], [-1.112, 0.335, -0.499], [-1.297, 1.523, 0.101], [-0.485, 2.286, 1.280], [1.464, 0.627, 0.129], [0.845, -0.246, 1.555], [1.640, -2.368, -0.524], [-1.850, -0.005, -1.117], [-2.204, 2.023, -0.283]]}

***

Record 12
{"formula": "C3H5NOS2", "method": "ωB97M-V/def2-TZVPD", "relative_energy_kcal_mol": 62.4, "smiles": "O/N=C/C(=S)CS", "e_lumo_ev": -1.19, "total_charge": 0, "elements": ["O", "N", "C", "C", "S", "C", "S", "H", "H", "H", "H", "H"], "xyz": [[2.391, 0.932, -0.461], [1.298, 0.303, -0.018], [0.313, 1.090, 0.209], [-0.971, 0.485, 0.633], [-2.316, 1.314, 1.193], [-0.931, -1.005, 0.459], [-1.253, -1.429, -1.353], [2.909, 0.165, -0.710], [0.406, 2.122, 0.114], [-0.021, -1.524, 0.729], [-1.755, -1.472, 0.991], [-0.071, -0.980, -1.786]]}

***

Record 13
{"formula": "C3H5NOS2", "method": "ωB97M-V/def2-TZVPD", "relative_energy_kcal_mol": 51.1, "smiles": "C=NSCOC=S", "e_lumo_ev": 0.32, "total_charge": 0, "elements": ["C", "N", "S", "C", "O", "C", "S", "H", "H", "H", "H", "H"], "xyz": [[-2.288, -1.533, 0.053], [-1.343, -0.739, 0.462], [-0.858, 0.452, -0.719], [0.325, 1.355, 0.357], [1.458, 0.576, 0.660], [2.203, 0.181, -0.345], [3.371, -0.936, -0.178], [-2.576, -2.282, 0.782], [-2.772, -1.483, -0.914], [-0.173, 1.553, 1.290], [0.674, 2.234, -0.125], [1.982, 0.623, -1.323]]}

***

Record 14
{"formula": "C3H5NOS2", "method": "ωB97M-V/def2-TZVPD", "relative_energy_kcal_mol": 52.1, "smiles": "CSC(=S)NC=O", "e_lumo_ev": -0.59, "total_charge": 0, "elements": ["C", "S", "C", "S", "N", "C", "O", "H", "H", "H", "H", "H"], "xyz": [[2.149, -1.232, 0.099], [0.496, -1.359, -0.095], [0.204, 0.412, 0.130], [1.250, 1.700, -0.057], [-1.061, 0.709, 0.080], [-2.122, -0.285, -0.041], [-3.355, -0.094, 0.057], [2.870, -0.842, -0.832], [2.493, -0.335, 0.847], [2.595, -2.187, 0.642], [-1.266, 1.576, -0.002], [-1.763, -1.254, -0.372]]}

***

Record 15
{"formula": "C3H5NOS2", "method": "ωB97M-V/def2-TZVPD", "relative_energy_kcal_mol": 106.8, "e_lumo_ev": [-0.50, 0.07], "total_charge": 0, "elements": ["C", "C", "C", "N", "O", "S", "S", "H", "H", "H", "H", "H"], "xyz": [[-0.612, -0.558, 1.432], [-1.228, 0.430, 0.342], [0.487, 0.192, -1.143], [0.563, -0.785, 1.295], [-0.766, -0.072, -0.860], [1.306, 1.723, -0.675], [1.286, -0.893, -2.284], [-1.182, -0.970, 2.371], [-2.268, 0.399, 0.288], [-0.781, 1.484, 0.685], [2.250, 1.139, 0.111], [0.945, -2.089, -1.560]]}

***

Record 16
{"formula": "C3H5NOS3", "method": "ωB97M-V/def2-TZVPD", "relative_energy_kcal_mol": 9.4, "smiles": "O=C1NSCSCS1", "e_lumo_ev": 0.46, "total_charge": 0, "elements": ["O", "C", "N", "S", "C", "S", "C", "S", "H", "H", "H", "H", "H"], "xyz": [[-3.053, 0.077, -0.608], [-1.900, 0.102, -0.224], [-1.182, 1.258, -0.101], [0.313, 1.494, 0.668], [1.522, 0.776, -0.471], [1.607, -1.018, -0.531], [0.418, -1.668, 0.733], [-1.322, -1.560, 0.276], [-1.538, 2.025, -0.601], [1.448, 1.147, -1.543], [2.458, 1.167, -0.036], [0.537, -1.112, 1.639], [0.690, -2.688, 0.799]]}

***

Record 17
{"formula": "C3H5NS", "method": "ωB97M-V/def2-TZVPD", "relative_energy_kcal_mol": 79.6, "smiles": "C=C/C=N\\S", "e_lumo_ev": 0.33, "total_charge": 0, "elements": ["C", "C", "C", "N", "S", "H", "H", "H", "H", "H"], "xyz": [[-1.949, 0.502, 0.018], [-0.649, 0.501, -0.140], [0.235, -0.694, -0.092], [1.454, -0.830, 0.183], [2.652, 0.221, -0.281], [-2.579, 1.606, 0.094], [-2.429, -0.476, -0.034], [-0.137, 1.365, -0.328], [-0.283, -1.854, -0.259], [3.684, -0.342, 0.837]]}

***

Record 18
{"formula": "C3H5NS", "method": "ωB97M-V/def2-TZVPD", "relative_energy_kcal_mol": 86.5, "e_lumo_ev": 0.75, "total_charge": 0, "elements": ["C", "C", "C", "N", "S", "H", "H", "H", "H", "H"], "xyz": [[1.394, 0.285, -0.023], [0.514, 1.240, 0.018], [0.294, -1.031, -0.221], [-1.973, -0.370, 0.637], [-1.034, 0.224, -0.511], [2.492, 0.244, -0.177], [0.672, 2.387, -0.020], [0.542, -1.705, -1.018], [-0.182, -1.505, 0.602], [-2.719, 0.231, 0.713]]}

***

Record 19
{"formula": "C3H5NS", "method": "ωB97M-V/def2-TZVPD", "relative_energy_kcal_mol": 23.9, "smiles": "C[C@@H](S)C#N", "e_lumo_ev": 0.62, "total_charge": 0, "elements": ["C", "C", "S", "C", "N", "H", "H", "H", "H", "H"], "xyz": [[-0.861, 1.092, -0.219], [-0.063, -0.048, 0.452], [-0.576, -1.778, 0.007], [1.447, -0.145, 0.199], [2.447, -0.572, -0.152], [-1.876, 1.226, 0.246], [-0.773, 0.649, -1.305], [-0.240, 2.000, -0.188], [-0.025, -0.015, 1.591], [0.519, -2.409, -0.630]]}

***

Record 20
{"formula": "C3H5NS", "method": "ωB97M-V/def2-TZVPD", "relative_energy_kcal_mol": 77.2, "smiles": "S=C1CNC1", "e_lumo_ev": -0.39, "total_charge": 0, "elements": ["S", "C", "C", "N", "C", "H", "H", "H", "H", "H"], "xyz": [[2.484, 0.039, -0.169], [0.887, 0.037, -0.331], [-0.008, -1.076, -0.066], [-1.236, -0.120, -0.374], [-0.266, 1.065, -0.081], [0.228, -2.037, -0.649], [0.455, -1.071, 1.134], [-2.133, -0.258, 0.208], [-0.145, 1.363, 1.116], [-0.266, 2.057, -0.788]]}